No. 1
The following is a DFT calculation (the ωB97M-V functional and the def2-TZVPD basis) of a structure of composition C27H52Cl2N3O5SiTl in a non-equilibrium geometry.

Structure (XYZ):
```
91
Properties=species:S:1:pos:R:3:lowdin_charge:R:1
C 3.34 -2.37 -3.19 -0.0800
C 2.90 -1.55 -4.36 -0.2751
H 2.97 -3.42 -3.25 0.0710
H 3.01 -1.95 -2.24 0.0516
H 4.44 -2.45 -3.18 0.0879
C 2.87 -2.13 -5.57 -0.1725
C 3.14 -3.56 -5.87 -0.1185
H 2.66 -1.55 -6.46 0.0939
H 2.47 -4.25 -5.34 0.0716
H 4.17 -3.84 -5.61 0.0727
H 3.03 -3.75 -6.95 0.0681
Tl 3.21 1.31 -1.37 0.5473
Cl 2.33 3.63 -2.29 -0.1763
C 0.72 3.10 0.29 -0.4032
O 0.87 1.89 0.55 -0.1444
N -0.44 3.77 0.38 -0.1737
C -1.63 3.10 0.90 -0.0323
C -0.58 5.10 -0.22 -0.0549
H 1.57 3.70 -0.07 0.0294
H -1.48 2.77 1.94 0.0598
H -1.86 2.21 0.28 0.0865
H -2.45 3.81 0.84 0.0785
H 0.18 5.78 0.19 0.0888
H -1.57 5.48 0.01 0.0760
H -0.43 5.06 -1.30 0.0818
H -3.97 1.35 4.93 0.1108
H -3.06 3.02 7.25 0.0987
C -3.17 0.75 5.40 -0.0402
C -2.35 2.18 7.27 -0.0623
N -2.13 1.60 5.96 -0.2068
H -2.73 0.10 4.63 0.0793
C -1.25 2.20 5.10 -0.3182
O -1.14 1.90 3.92 0.0185
H -1.39 2.55 7.66 0.0853
H -0.63 2.96 5.61 0.1464
H -3.60 0.15 6.21 0.0827
H -2.74 1.41 7.95 0.0850
H 0.95 -4.09 1.83 0.0963
H -1.17 -3.37 -0.37 0.0907
C -0.04 -4.44 2.17 -0.0527
C -1.75 -3.77 0.47 -0.0333
N -1.11 -3.53 1.76 -0.1892
H -0.02 -4.54 3.26 0.0758
C -1.33 -2.37 2.41 -0.3301
O -1.96 -1.41 1.94 0.0133
H -2.75 -3.32 0.48 0.0977
H -0.88 -2.33 3.42 0.0904
H -0.22 -5.42 1.72 0.0882
H -1.84 -4.85 0.34 0.0858
O 2.23 0.32 -2.97 -0.5456
C 2.66 -0.02 -4.23 -0.4245
C 0.82 -0.14 -6.06 -0.1127
C 1.71 0.60 -5.28 -0.1625
H 0.76 -1.21 -5.95 0.0678
C 0.11 0.46 -7.11 -0.1017
H 3.66 0.41 -4.42 0.1373
C 1.75 1.99 -5.46 -0.0577
H -0.59 -0.14 -7.68 0.0972
C 0.31 1.81 -7.39 -0.1162
C 1.16 2.57 -6.58 -0.0879
H 2.33 2.58 -4.73 0.0602
H -0.20 2.28 -8.23 0.0901
H 1.32 3.63 -6.78 0.0985
Si -1.04 -0.21 -2.77 0.2315
Cl -0.06 -1.87 -3.44 0.4645
C -2.35 -0.16 -4.11 -0.2584
C -0.68 1.67 -3.21 -0.2037
C -0.78 -0.36 -0.88 -0.2104
H -2.80 0.84 -4.22 0.0280
H -3.10 -0.92 -3.84 0.0107
H -1.86 -0.38 -5.08 0.0205
H -0.08 -1.16 -0.57 0.0195
H -1.73 -0.52 -0.36 0.0016
H -0.31 0.56 -0.47 -0.0007
H -0.63 1.82 -4.31 0.0250
H 0.15 2.25 -2.77 -0.0357
H -1.62 2.16 -2.89 0.0254
C 1.04 -1.41 6.99 0.0268
C 0.01 -1.31 5.95 -0.2563
C 1.40 0.18 4.68 0.0400
C -1.22 -2.10 6.02 0.0285
O 0.15 -0.51 4.92 0.0092
H 2.02 -1.71 6.60 0.1273
H 0.71 -2.18 7.69 0.1082
H 1.15 -0.47 7.55 0.1301
H 1.67 0.81 5.53 0.1141
H 2.18 -0.56 4.46 0.1224
H 1.18 0.79 3.80 0.1090
H -1.74 -2.15 5.06 0.0867
H -0.95 -3.12 6.36 0.1227
H -1.90 -1.69 6.78 0.1250
```



No. 2
The following is a DFT calculation (the ωB97M-V functional and the def2-TZVPD basis) of a cluster of 2 separate species, C2H2NO2 in total in a non-equilibrium geometry.

Structure (XYZ):
```
7
Properties=species:S:1:pos:R:3:lowdin_charge:R:1
C 0.16 -1.28 1.15 -0.0963
C -0.15 0.90 -0.94 -0.8559
N 0.53 -1.50 2.22 0.0115
O -1.34 0.76 -1.05 -0.0900
O 0.77 0.50 -1.62 -0.0967
H -0.20 -0.77 0.23 0.0343
H 0.23 1.39 0.02 0.0931
```

Summary:
Net charge = -1



No. 3
The following is a DFT calculation (the ωB97M-V functional and the def2-TZVPD basis) of the molecule C22H38O7 in a non-equilibrium geometry.

Structure (XYZ):
```
67
Properties=species:S:1:pos:R:3:lowdin_charge:R:1
C 5.72 -0.58 -3.97 -0.1130
C 5.78 -1.14 -2.55 -0.2685
C 4.61 -2.06 -2.21 -0.2227
C 3.27 -1.34 -2.18 -0.2222
C 2.12 -2.23 -1.70 -0.2016
C 2.12 -2.46 -0.19 -0.2069
C 1.05 -3.46 0.26 -0.2071
C -0.37 -2.93 0.11 -0.2206
C -1.42 -3.94 0.57 -0.2111
C -2.84 -3.42 0.34 -0.2103
C -3.28 -2.38 1.37 -0.2057
C -4.41 -1.51 0.83 -0.2072
C -5.00 -0.54 1.86 -0.2062
C -4.02 0.52 2.38 -0.1797
C -3.44 1.40 1.27 -0.0732
C -2.15 0.86 0.72 -0.4907
O -1.28 0.35 1.38 0.0969
O -2.06 1.03 -0.61 0.0292
C -0.85 0.64 -1.24 -0.0854
C -0.06 1.85 -1.75 -0.2775
O 0.95 1.45 -2.63 0.0113
C 0.54 2.72 -0.61 -0.1566
O -0.47 3.31 0.18 0.0976
C -0.29 2.98 1.49 -0.4285
O -1.02 3.35 2.38 0.1406
C 0.90 2.14 1.60 -0.1947
O 1.36 1.64 2.77 0.1086
C 1.39 1.96 0.36 -0.1831
O 2.46 1.25 -0.06 0.0946
H 6.61 0.00 -4.19 0.0675
H 4.86 0.08 -4.09 0.0630
H 5.64 -1.39 -4.69 0.0738
H 6.71 -1.70 -2.44 0.1024
H 5.81 -0.31 -1.84 0.1041
H 4.57 -2.87 -2.95 0.1155
H 4.81 -2.52 -1.24 0.1022
H 3.03 -0.98 -3.18 0.1086
H 3.35 -0.47 -1.52 0.0916
H 1.18 -1.77 -2.00 0.0936
H 2.19 -3.20 -2.21 0.1188
H 3.09 -2.83 0.12 0.1041
H 1.94 -1.51 0.32 0.1011
H 1.23 -3.71 1.31 0.1140
H 1.16 -4.38 -0.31 0.1139
H -0.56 -2.68 -0.93 0.1083
H -0.47 -2.01 0.70 0.0974
H -1.28 -4.87 0.00 0.1107
H -1.28 -4.18 1.62 0.1165
H -3.55 -4.26 0.36 0.1103
H -2.90 -2.99 -0.66 0.1098
H -2.43 -1.74 1.62 0.0855
H -3.60 -2.88 2.28 0.1217
H -4.05 -0.95 -0.04 0.1070
H -5.22 -2.16 0.48 0.1160
H -5.37 -1.11 2.71 0.1103
H -5.85 -0.03 1.41 0.1096
H -4.56 1.15 3.09 0.1123
H -3.20 0.04 2.91 0.1106
H -4.15 1.56 0.46 0.1302
H -3.17 2.38 1.69 0.1217
H -0.25 0.05 -0.54 0.1187
H -1.13 0.02 -2.11 0.1446
H -0.74 2.49 -2.33 0.1667
H 1.63 0.97 -2.13 0.0732
H 1.11 3.52 -1.10 0.1808
H 0.69 1.84 3.45 0.1243
H 2.88 0.84 0.71 0.1333
```

Summary:
SMILES string = CCCCCCCCCCCCCCCC(=O)OC[C@H](O)[C@H]1OC(=O)C(O)=C1O



No. 4
The following is a DFT calculation (the ωB97M-V functional and the def2-TZVPD basis) of the molecule C4H5NO3 in a non-equilibrium geometry.

Structure (XYZ):
```
13
Properties=species:S:1:pos:R:3:lowdin_charge:R:1
O -1.30 -0.13 -2.30 0.0743
C -1.00 0.53 -1.34 -0.1135
C -0.05 0.20 0.08 -0.2093
N -0.37 1.11 1.23 -0.3399
O 0.49 1.22 2.08 0.0916
O -1.41 1.75 1.15 0.0789
C 0.18 -1.31 0.29 -0.0482
C 1.26 -0.41 -0.24 -0.0607
H -1.41 1.57 -1.26 0.1187
H -0.35 -2.01 -0.22 0.0708
H 0.40 -1.87 1.20 0.1178
H 1.94 -0.26 0.58 0.1052
H 1.63 -0.40 -1.24 0.1143
```

Summary:
SMILES string = O=CC1([N+](=O)[O-])CC1



No. 5
The following is a DFT calculation (the ωB97M-V functional and the def2-TZVPD basis) of a cluster of 3 separate species, C5H12O3 in total.

Structure (XYZ):
```
20
Properties=species:S:1:pos:R:3:lowdin_charge:R:1
C 0.85 -2.02 -2.26 -0.1153
C 0.28 -0.84 -1.54 -0.1724
C -0.02 -0.83 -0.24 -0.1391
C -0.42 0.38 0.48 -0.1169
C -0.22 0.59 1.78 -0.1970
O -0.69 1.69 2.45 -0.0135
H 1.89 -2.20 -1.97 0.0772
H 0.34 -2.96 -2.07 0.0732
H 0.94 -1.87 -3.32 0.0590
H 0.29 0.10 -2.07 0.1000
H -0.09 -1.80 0.25 0.1135
H -1.09 1.07 -0.02 0.1109
H 0.26 -0.07 2.50 0.1258
H -1.36 2.12 1.91 0.0948
O 5.22 -1.52 2.24 -0.0646
H 5.81 -2.06 2.78 0.0342
H 5.55 -0.62 2.26 0.0302
O -6.06 3.87 -1.21 -0.0619
H -5.80 3.83 -0.28 0.0302
H -5.68 3.13 -1.68 0.0317
```

Summary:
SMILES string = C/C=C/C=C/O.O.O



No. 6
The following is a DFT calculation (the ωB97M-V functional and the def2-TZVPD basis) of a structure of composition C3H4N2O in a non-equilibrium geometry.

Structure (XYZ):
```
10
Properties=species:S:1:pos:R:3:lowdin_charge:R:1
O -0.44 -0.97 -0.37 0.0041
C -0.24 0.28 -0.70 -0.5601
N -0.33 0.83 -1.85 0.1094
C 0.11 -0.82 1.26 0.0994
C -0.28 0.36 1.69 -0.0993
N 0.33 0.84 0.49 0.0240
H 0.50 1.39 -2.07 0.0406
H 0.62 -1.72 1.59 0.1221
H -0.54 0.92 2.58 0.1098
H 1.15 1.43 0.47 0.1501
```



Record-wise HOMO energy values, in eV: -5.69, -4.28, -9.04, -10.37, -8.22, -7.80